1.
152
Properties=species:S:1:pos:R:3:forces:R:3 method="wB97M-V/def2-TZVPD" gap_ev=8.183 lumo_energy_ha=0.0039
Na 0.932833 1.564366 2.436740 -0.138 -0.038 0.053
Na -1.951979 2.164711 -1.153711 -0.156 0.098 0.030
Na -0.038484 -2.070257 -0.100829 0.268 -0.816 -0.178
P -0.389679 0.481128 0.427425 -0.125 1.955 0.234
O -0.118752 -0.493441 1.613457 -0.727 -0.417 -1.169
O -1.209660 -0.065530 -0.788059 0.365 0.171 1.122
O 1.025699 0.875138 -0.064106 0.255 0.033 -0.495
O -1.048548 1.805051 0.937097 0.132 -0.959 0.137
C 0.361434 5.787554 -5.173089 -0.335 -0.390 -0.115
O 0.750512 5.092275 -4.014332 0.546 0.231 0.095
C 0.073855 3.857824 -3.859450 -0.003 0.387 -0.046
C 0.690949 3.093883 -2.701712 0.594 -0.244 -0.324
N 0.148010 3.441496 -1.393731 -0.308 -0.550 -1.143
C 0.408472 4.814739 -1.029279 -0.832 0.055 1.487
C 0.067504 5.004037 0.455764 0.491 0.096 -0.134
O 0.268424 6.379208 0.723142 0.131 0.107 0.057
C -0.114841 6.739296 2.022410 0.322 -0.289 0.599
H 0.399495 5.120635 -6.046383 -0.238 -0.012 0.030
H 1.043575 6.602159 -5.407618 0.058 0.081 0.483
H -0.657045 6.165232 -5.025923 0.011 0.122 -0.344
H 0.149585 3.334224 -4.822476 0.031 -0.324 0.175
H -0.994290 4.030724 -3.659913 -0.025 -0.031 -0.046
H 1.780136 3.236245 -2.735025 0.028 0.378 -0.105
H 0.614406 2.018308 -2.882510 -0.454 -0.023 0.277
H 0.490062 2.727966 -0.744393 0.136 0.346 0.294
H -0.280917 5.508381 -1.514190 0.222 -0.137 -0.536
H 1.435303 5.141355 -1.220731 0.025 0.035 -0.051
H 0.714842 4.382056 1.092940 0.146 0.088 0.014
H -0.951395 4.696049 0.715149 -0.126 0.011 -0.326
H 0.291659 6.030664 2.760397 -0.222 -0.157 -0.085
H -1.204180 6.780797 2.124862 0.010 0.027 0.049
H 0.336455 7.688182 2.314768 -0.181 0.182 -0.454
C -7.519124 0.509312 1.709781 0.241 -0.149 -0.515
O -6.284777 1.021833 1.255743 0.058 -0.048 -0.291
C -5.436550 0.035258 0.676595 -0.574 0.057 0.331
C -4.218293 0.726140 0.147594 -0.206 0.351 0.041
N -4.401639 1.479992 -1.099525 0.383 -0.349 -0.548
C -4.446278 0.583615 -2.263052 0.690 -0.287 0.382
C -4.123125 1.334884 -3.535133 -1.243 0.720 -0.234
O -2.802685 1.815745 -3.580257 0.632 -0.301 -0.015
C -1.853509 0.865450 -4.054474 -0.211 0.026 -0.515
H -8.096968 0.004114 0.922314 0.175 0.133 -0.234
H -8.090253 1.378669 2.021959 -0.088 -0.218 0.479
H -7.349740 -0.258870 2.468809 -0.176 0.275 0.435
H -6.023381 -0.495003 -0.085626 0.239 -0.198 -0.051
H -5.099503 -0.662708 1.450023 -0.209 -0.268 0.050
H -3.406181 0.020464 -0.031250 -0.025 -0.037 0.007
H -3.871661 1.363215 0.966515 0.098 0.241 -0.245
H -5.245893 2.038085 -1.154278 0.033 0.117 0.685
H -5.368323 -0.007866 -2.318549 -0.176 0.246 -0.288
H -3.658003 -0.166393 -2.123972 0.043 0.060 0.013
H -4.717825 2.252441 -3.629059 -0.177 -0.109 0.363
H -4.450142 0.758576 -4.410865 0.664 -0.235 -0.079
H -2.173105 0.489752 -5.031889 -0.102 -0.202 0.075
H -1.700685 0.044636 -3.354521 0.020 -0.018 0.053
H -0.916155 1.382962 -4.234806 0.024 0.069 0.251
C 4.177438 -3.979224 -4.262635 -0.312 -0.215 0.129
O 3.891321 -2.925550 -3.369840 0.378 0.034 -0.311
C 2.564824 -2.430303 -3.495767 0.015 -0.174 0.313
C 2.460876 -1.193401 -2.625546 -0.604 0.202 0.138
N 2.152985 -1.450927 -1.228923 0.447 -0.275 0.801
C 3.269242 -1.978680 -0.431601 -0.072 -1.265 -0.212
C 2.727840 -2.749488 0.809473 0.741 0.421 -1.170
O 1.741092 -3.701939 0.418067 -0.970 0.503 0.697
C 2.245652 -4.881805 -0.158012 0.326 0.106 0.051
H 3.327327 -4.669997 -4.222098 0.215 -0.208 -0.394
H 5.081909 -4.511379 -3.966834 -0.056 0.152 0.376
H 4.368375 -3.640928 -5.287185 -0.366 0.165 -0.028
H 1.843574 -3.193832 -3.180240 0.019 -0.034 0.253
H 2.283287 -2.229116 -4.534841 0.387 0.243 -0.166
H 1.605588 -0.595280 -2.959552 0.234 0.109 -0.279
H 3.389829 -0.620011 -2.746346 -0.051 0.111 -0.154
H 1.850749 -0.574952 -0.782440 -0.096 0.143 -0.265
H 3.998907 -1.221992 -0.133350 -0.054 0.113 0.189
H 3.820735 -2.693773 -1.043400 0.024 0.083 -0.103
H 2.341966 -1.960201 1.457134 -0.726 -0.571 0.314
H 3.509351 -3.308873 1.329457 0.274 0.327 0.060
H 2.722002 -4.642995 -1.111716 0.167 -0.266 -0.072
H 1.447973 -5.605948 -0.315272 -0.315 0.332 -0.056
H 2.945695 -5.374714 0.524303 0.278 0.130 -0.081
C 0.603455 -5.585946 -4.491632 0.399 -0.320 -1.019
O -0.087409 -4.364640 -4.479804 -0.063 -0.140 -0.007
C -0.795803 -4.202917 -3.272612 -0.118 -0.038 0.604
C -1.422375 -2.810939 -3.226892 -0.397 -0.386 -0.051
N -1.743143 -2.425430 -1.874883 0.149 -0.473 0.661
C -2.934055 -2.996872 -1.274244 0.108 -0.574 0.041
C -2.811005 -3.110705 0.241489 -0.283 0.073 0.445
O -1.784540 -4.036308 0.587516 0.422 0.059 -0.842
C -1.453867 -4.082067 1.949282 -0.319 0.365 1.028
H 1.179207 -5.682599 -5.418407 -0.024 0.496 0.005
H -0.063023 -6.452816 -4.554023 -0.163 0.029 0.649
H 1.334430 -5.646572 -3.680856 -0.269 -0.206 0.305
H -0.136871 -4.337934 -2.400196 0.194 0.254 -0.119
H -1.558292 -4.984506 -3.137540 -0.041 -0.003 -0.305
H -2.332349 -2.827923 -3.846057 0.147 0.151 -0.281
H -0.701558 -2.123141 -3.671462 -0.054 0.141 0.114
H -1.699180 -1.433369 -1.626751 0.252 0.018 -0.462
H -3.114452 -4.022231 -1.611139 0.139 0.089 -0.315
H -3.820534 -2.408935 -1.550056 -0.225 -0.098 0.287
H -3.740980 -3.489340 0.683859 -0.202 0.108 -0.169
H -2.647619 -2.115885 0.679861 0.314 -0.031 0.081
H -0.900647 -4.977428 2.232422 0.062 -0.132 -0.650
H -2.355821 -4.101495 2.576934 -0.043 0.145 -0.068
H -0.841540 -3.226660 2.260330 -0.121 0.130 -0.061
C -4.498816 -1.992295 4.193872 -0.625 -1.310 -0.042
O -3.515119 -1.125819 4.645846 0.366 -0.094 -0.163
C -3.045862 -0.226916 3.646093 -0.126 0.340 0.209
C -1.903367 0.625464 4.201598 0.130 -0.610 -0.481
N -0.610298 -0.088697 4.258785 -0.495 0.436 0.353
C -0.608433 -1.216006 5.180316 -0.204 -0.994 -0.201
C -0.682857 -0.818884 6.644616 1.159 0.393 -0.561
O -0.438942 -1.942747 7.470177 -0.563 0.159 -0.137
C -0.814380 -1.681199 8.796807 0.129 -0.254 0.586
H -4.623670 -2.849788 4.865420 0.263 0.382 0.448
H -4.262926 -2.512458 3.254753 0.164 0.535 -0.302
H -5.497096 -1.549501 4.125729 0.038 0.382 -0.229
H -3.907932 0.366675 3.316048 0.110 0.357 0.028
H -2.643348 -0.704681 2.740968 -0.121 -0.508 0.164
H -2.152338 0.996541 5.194600 -0.096 0.346 -0.135
H -1.763646 1.409605 3.453316 -0.167 0.348 0.308
H -0.470218 -0.441086 3.308116 0.177 -0.035 0.068
H 0.298031 -1.796589 4.983691 0.208 0.219 0.330
H -1.416323 -1.929402 4.973600 -0.070 0.135 0.053
H -1.610411 -0.299925 6.892589 -0.235 -0.261 0.030
H 0.142197 -0.105871 6.786890 -0.122 0.208 0.235
H -1.887059 -1.789450 8.995697 -0.104 0.025 -0.366
H -0.528595 -0.675544 9.122015 0.151 0.022 -0.063
H -0.308696 -2.409174 9.431944 0.072 0.041 -0.013
C 6.978915 0.952393 3.594759 -0.459 0.878 0.034
O 6.071921 0.669327 2.555323 0.180 -0.529 0.102
C 5.179304 1.733748 2.312809 0.270 0.079 -0.291
C 4.083556 1.211997 1.403111 -0.365 0.117 0.418
N 3.081422 2.229187 1.081523 0.353 0.001 0.356
C 3.528213 3.262046 0.148750 -0.541 0.048 0.100
C 4.029374 2.724147 -1.185430 0.304 0.916 -0.041
O 5.411886 2.411842 -1.085525 -0.269 -0.249 -0.120
C 5.876012 1.793674 -2.266106 0.126 0.136 0.122
H 7.605549 1.816104 3.339135 0.147 -0.077 -0.080
H 7.612010 0.101088 3.818869 -0.128 -0.198 -0.156
H 6.402048 1.254181 4.478159 0.194 -0.205 0.229
H 5.727944 2.555898 1.834950 -0.070 0.037 -0.084
H 4.778036 2.132486 3.253830 -0.179 -0.141 0.024
H 3.529445 0.428467 1.932568 0.226 -0.173 0.031
H 4.531132 0.749071 0.520511 0.138 0.080 -0.027
H 2.319644 1.718348 0.614560 0.031 0.119 -0.202
H 4.245379 3.955129 0.594316 0.354 -0.336 0.007
H 2.660331 3.908138 0.005841 -0.055 -0.124 -0.385
H 3.930372 3.503021 -1.955377 -0.123 0.037 -0.019
H 3.426458 1.873592 -1.527191 0.066 -0.227 0.201
H 5.382732 0.829664 -2.425964 0.076 -0.098 0.015
H 6.949987 1.664050 -2.150091 -0.015 -0.162 -0.040
H 5.698269 2.413377 -3.153553 -0.063 0.096 0.049

=====

2.
23
Properties=species:S:1:pos:R:3:forces:R:3 method="wB97M-V/def2-TZVPD" charge=+1 gap_ev="6.600 / 9.337" lumo_energy_ha="-0.1883 / -0.1520"
C 2.642901 -1.993014 -0.332739 0.222 -0.277 -0.306
C 2.353627 -0.779270 -0.651489 -0.231 0.625 1.031
C 1.260127 -1.679423 -0.234317 2.197 -0.326 -0.698
C -1.718948 0.373102 0.749115 1.102 2.186 0.828
C -1.338638 0.329875 -0.689195 -0.683 -0.966 2.706
C 3.123374 1.183153 0.671897 3.011 1.630 -0.840
C -3.865242 -0.196869 -0.235933 -1.473 -1.211 1.825
C 2.341315 0.671924 -0.544186 -2.088 -0.048 0.095
N 0.105051 -1.671551 -0.004009 -4.052 0.012 0.303
N -2.481463 -0.543585 -0.099252 2.338 0.633 -0.075
H 3.336059 -2.762246 -0.133440 0.637 -0.676 0.151
H -1.018275 0.193124 1.583698 -0.418 -1.402 -0.795
H -2.298493 1.224910 1.153043 -0.200 -0.392 -0.891
H -1.632458 1.183270 -1.261296 -0.194 0.032 -0.979
H 2.667227 1.328015 1.675387 -0.310 -0.552 -1.039
H 3.396219 2.240769 0.282832 -0.012 -1.529 1.207
H 4.129886 0.591700 0.827902 -1.979 1.231 -0.401
H -3.883954 0.805026 -0.494886 -0.177 2.190 -0.072
H -4.394992 -0.660657 -1.037633 -0.017 -1.008 -0.404
H -4.371257 -0.368768 0.771473 0.465 0.229 -1.475
H 2.547032 1.043744 -1.531802 1.031 0.750 -0.165
H 1.246385 0.974307 -0.469814 0.961 -0.441 0.148
H -2.145482 -1.487530 0.004642 -0.131 -0.690 -0.153

=====

| no. | total energy (a.u.) | F_max (eV/Å) |
| --- | --- | --- |
| 1 | -3786.37957 | 2.0 |
| 2 | -421.58624 | 4.1 |